{
  "formula": "C13H17AsMnNO10S",
  "method": "the ωB97M-V functional and the def2-TZVPD basis",
  "symbols": ["Mn", "O", "As", "O", "O", "C", "C", "C", "C", "C", "C", "S", "O", "O", "O", "H", "H", "H", "H", "H", "C", "C", "O", "O", "H", "H", "H", "O", "C", "O", "C", "N", "C", "C", "C", "H", "H", "H", "H", "H", "H", "H", "H", "H"],
  "positions_angstrom": [[0.504700, -0.526956, -0.751602], [0.090151, 3.243940, 0.623719], [0.245800, 1.703236, 1.464316], [-0.272440, 1.907549, 2.996614], [-0.564213, 0.554107, 0.517781], [2.174578, 1.362697, 1.456702], [2.691203, 1.299696, 2.748875], [4.028626, 1.012913, 2.974301], [4.874429, 0.780959, 1.903265], [4.381450, 0.847686, 0.611204], [3.043717, 1.137886, 0.385113], [2.554467, 1.138666, -1.330978], [2.422790, -0.284805, -1.723856], [3.542684, 1.879927, -2.059413], [1.179582, 1.677041, -1.337635], [0.413309, 3.089761, -0.278944], [2.008469, 1.471701, 3.572612], [4.406660, 0.964043, 3.987830], [5.919184, 0.550242, 2.069712], [5.035169, 0.679388, -0.233982], [0.370192, -3.158906, 2.111929], [0.558276, -2.219780, 0.951976], [-0.152610, -2.322675, -0.090692], [1.424114, -1.313954, 1.009285], [-0.509972, -3.781442, 1.974105], [0.283846, -2.574840, 3.027126], [1.253043, -3.792394, 2.204550], [-3.075400, -1.305836, -2.455721], [-2.117948, -0.463370, -2.090756], [-0.950053, -0.727123, -2.291429], [-2.618848, 0.805346, -1.417033], [-4.045075, 0.966876, -1.736650], [-4.082086, 1.746072, -2.990427], [-2.769054, 2.557281, -3.075233], [-1.917559, 2.074279, -1.887875], [-2.455664, 0.628151, -0.349151], [-4.488304, 1.485674, -0.989711], [-3.907093, -0.823074, -2.242775], [-4.980776, 2.362030, -3.011701], [-4.150192, 1.048325, -3.828043], [-2.955039, 3.629385, -3.018063], [-2.265278, 2.368504, -4.022988], [-1.939201, 2.792723, -1.067774], [-0.874406, 1.903459, -2.136961]],
  "forces_ev_per_a": [[-0.29, -0.11, 0.08], [-0.12, 0.15, -0.01], [-0.12, -0.26, -0.22], [0.07, -0.05, -0.10], [-0.05, 0.24, 0.48], [0.10, -0.02, 0.08], [-0.01, 0.03, -0.03], [-0.04, 0.01, 0.01], [0.06, -0.01, -0.01], [0.04, 0.03, 0.02], [-0.04, 0.08, 0.06], [-0.26, -0.46, -0.03], [0.37, -0.01, 0.05], [0.04, 0.05, -0.06], [0.09, 0.09, -0.07], [0.05, -0.04, 0.03], [0.01, 0.00, 0.00], [0.00, 0.00, 0.02], [0.01, 0.00, -0.01], [-0.01, 0.01, -0.04], [0.03, -0.03, 0.01], [0.18, -0.03, 0.04], [-0.18, 0.00, -0.08], [0.12, 0.11, -0.08], [-0.01, 0.01, -0.03], [-0.01, 0.01, 0.00], [0.02, 0.00, 0.00], [0.12, 0.07, -0.14], [-0.14, 0.06, -0.15], [0.25, 0.15, 0.14], [-0.09, -0.23, 0.14], [0.03, 0.02, -0.02], [-0.04, 0.03, 0.00], [0.00, 0.02, -0.02], [-0.05, 0.07, 0.01], [-0.01, 0.10, -0.07], [-0.01, -0.05, -0.01], [-0.08, -0.01, 0.09], [0.01, 0.02, -0.01], [0.00, 0.00, -0.02], [0.00, 0.01, 0.00], [0.00, -0.01, -0.02], [0.02, -0.02, -0.02], [-0.04, -0.02, -0.03]],
  "spin_multiplicity": 2,
  "de_lowest_ev": 0.379,
  "total_charge": -1,
  "homo_energy_ev": [-5.41, -4.90],
  "total_energy_ha": -5097.8626,
  "homo_lumo_gap_ev": [8.125, 7.615]
}


{
  "formula": "C9H22BLaNO2P",
  "method": "the ωB97M-V functional and the def2-TZVPD basis",
  "symbols": ["C", "C", "P", "C", "B", "C", "C", "C", "N", "O", "C", "C", "C", "O", "H", "H", "H", "H", "H", "H", "H", "H", "H", "H", "H", "H", "H", "H", "H", "H", "H", "H", "H", "H", "H", "H", "La"],
  "positions_angstrom": [[2.979696, 1.629866, 0.404566], [1.831304, 2.398581, -0.264226], [0.524620, 1.279230, -0.899657], [1.199004, 0.608946, -2.470868], [0.001621, -0.251071, 0.339082], [-1.227047, 0.380308, 1.233275], [-2.413727, 0.772567, 0.400497], [-3.714167, 0.091056, 0.770776], [-4.845210, 0.765653, 0.131437], [-0.508399, -1.281510, -0.561610], [0.206005, -2.466768, -0.187057], [1.524928, -1.900471, 0.285509], [2.468702, -2.797196, 1.024004], [1.073640, -0.800198, 1.074130], [2.758079, 1.469296, 1.452979], [3.118524, 0.642710, -0.020483], [3.892476, 2.207468, 0.339005], [2.217749, 2.950746, -1.120546], [1.432414, 3.140716, 0.425287], [0.463630, -0.086388, -2.863752], [2.130759, 0.092158, -2.273087], [1.381506, 1.393715, -3.202136], [-1.508172, -0.418217, 1.914043], [-0.877399, 1.203772, 1.854422], [-2.619405, 1.874763, 0.484398], [-2.276098, 0.535500, -0.693667], [-3.825661, 0.107381, 1.847750], [-3.633035, -0.943963, 0.436645], [-5.651484, 0.158004, 0.070979], [-4.609531, 0.984055, -0.830427], [0.269313, -3.181861, -0.996892], [-0.318337, -2.908728, 0.661363], [1.994560, -1.533795, -0.638203], [2.681660, -3.691524, 0.450677], [3.410889, -2.284587, 1.196079], [2.071061, -3.049399, 2.001469], [-1.604468, 2.909184, -1.775761]],
  "forces_ev_per_a": [[-0.29, -0.04, 0.37], [0.28, 0.17, -0.15], [0.22, 1.11, -1.04], [-0.52, 0.50, -0.04], [-1.77, -1.86, 1.36], [0.93, 0.10, -0.23], [-0.17, 0.52, -0.12], [-0.45, 0.03, -0.62], [0.33, 0.27, 0.01], [0.18, 0.73, -0.31], [-0.12, -0.07, 0.48], [-0.07, -0.55, -0.59], [0.11, 0.29, 0.30], [0.34, 1.06, -0.38], [-0.05, -0.06, 0.14], [0.20, -0.08, -0.22], [0.19, 0.04, -0.11], [0.01, 0.07, -0.14], [-0.16, 0.03, 0.15], [0.07, -0.32, -0.04], [0.15, -0.15, 0.03], [0.22, 0.04, -0.13], [-0.07, -0.16, 0.08], [-0.03, 0.12, 0.12], [-0.08, 0.31, -0.01], [0.27, 0.02, -0.22], [-0.10, 0.04, 0.20], [0.19, -0.23, 0.20], [-0.18, 0.03, 0.17], [-0.10, -0.20, -0.19], [0.00, 0.02, -0.27], [-0.03, -0.30, 0.04], [0.35, 0.19, 0.09], [-0.05, -0.21, -0.05], [0.13, 0.07, -0.01], [-0.16, -0.22, 0.07], [0.21, -1.33, 1.06]],
  "total_charge": 2,
  "homo_energy_ev": -14.56,
  "total_energy_ha": -958.4971,
  "homo_lumo_gap_ev": 4.775
}


{
  "formula": "C5H13NO",
  "method": "the ωB97M-V functional and the def2-TZVPD basis",
  "symbols": ["C", "C", "C", "C", "C", "N", "H", "H", "H", "H", "H", "H", "H", "H", "H", "H", "H", "O", "H", "H"],
  "positions_angstrom": [[2.477031, -0.042075, -0.472755], [1.121416, -0.430942, -1.052093], [0.188320, 0.747888, -1.144889], [-1.031487, 0.862443, -0.603636], [-1.932601, 2.017473, -0.940226], [-1.515268, 0.063220, 0.460800], [2.311312, 0.359599, 0.529831], [3.095326, -0.939401, -0.366873], [3.022692, 0.669729, -1.092252], [0.641426, -1.207319, -0.442761], [1.161025, -0.859776, -2.057277], [0.605129, 1.666963, -1.551297], [-2.925586, 1.602489, -1.125579], [-2.045102, 2.670434, -0.070194], [-1.564383, 2.585332, -1.785167], [-2.533610, 0.122351, 0.451138], [-1.309880, -0.928328, 0.406646], [0.510899, -2.407418, 2.776961], [0.076475, -2.288876, 3.626971], [0.815056, -3.314480, 2.723806]],
  "forces_ev_per_a": [[-0.07, -0.78, 0.14], [-0.82, 0.37, 0.16], [-0.06, 0.11, 0.30], [0.93, 0.27, 0.32], [0.05, -0.24, 0.88], [-1.23, -0.32, -0.79], [0.19, 0.14, -0.13], [0.09, 0.16, 0.00], [-0.14, 0.10, 0.03], [0.29, 0.07, 0.08], [0.48, -0.03, -0.02], [-0.21, -0.26, -0.73], [-0.09, 0.20, -0.37], [0.02, 0.12, -0.04], [-0.08, 0.01, -0.11], [0.20, -0.06, 0.28], [0.46, 0.15, 0.05], [-0.06, 0.34, -0.23], [0.08, -0.19, -0.03], [-0.04, -0.15, 0.22]],
  "de_lowest_ev": 1.179,
  "homo_energy_ev": -7.71,
  "total_energy_ha": -328.2755,
  "homo_lumo_gap_ev": 8.510
}


{
  "formula": "C29H26CoN5O5",
  "method": "the ωB97M-V functional and the def2-TZVPD basis",
  "symbols": ["Co", "O", "C", "O", "C", "C", "C", "C", "C", "O", "C", "C", "O", "O", "H", "H", "H", "H", "H", "H", "H", "H", "N", "C", "C", "C", "C", "C", "C", "C", "C", "C", "C", "C", "C", "N", "C", "C", "C", "C", "N", "H", "H", "H", "H", "H", "H", "H", "H", "H", "H", "C", "C", "C", "C", "N", "N", "C", "H", "H", "H", "H", "H", "H", "H", "H"],
  "positions_angstrom": [[0.798589, -0.809708, 0.635346], [3.576541, -3.272110, 1.109270], [2.684234, -2.741933, 0.494387], [2.558702, -1.442340, 0.326142], [1.640907, -3.577522, -0.268021], [1.090097, -2.774819, -1.445989], [0.285908, -3.638017, -2.409413], [-1.016398, -3.885376, -1.613133], [-0.723142, -3.162316, -0.309012], [0.042574, -2.001174, -0.770552], [0.337203, -3.890069, 0.537148], [0.220847, -3.280680, 1.931500], [-0.317373, -3.896299, 2.829866], [0.625967, -2.050547, 2.051467], [2.131665, -4.495719, -0.585157], [1.793491, -2.087071, -1.901737], [0.822861, -4.554973, -2.647904], [0.091440, -3.105442, -3.338641], [-1.226539, -4.938755, -1.437011], [-1.877802, -3.441817, -2.110201], [-1.594987, -2.820679, 0.240419], [0.135582, -4.955305, 0.612462], [-5.323735, 5.619261, -4.379829], [-4.631226, 4.914300, -3.794028], [-3.765091, 4.029647, -3.061531], [-3.330813, 2.844014, -3.649710], [-2.493534, 1.997670, -2.944670], [-2.096748, 2.321462, -1.651271], [-2.537727, 3.503632, -1.067061], [-3.365472, 4.362437, -1.769937], [-1.197248, 1.402388, -0.899889], [-1.759369, 0.611990, 0.082745], [-3.134508, 0.527010, 0.437221], [-3.222632, -0.353221, 1.484108], [-1.900793, -0.781539, 1.754282], [-1.027272, -0.204210, 0.940658], [0.151897, 1.390997, -1.270299], [0.776619, 2.212231, -2.234706], [2.083126, 1.780324, -2.338846], [2.215779, 0.708956, -1.438946], [1.073490, 0.480643, -0.785137], [-3.648543, 2.594912, -4.652765], [-2.141793, 1.078667, -3.395412], [-2.227191, 3.749541, -0.059842], [-3.707175, 5.286129, -1.323691], [-3.934472, 1.065727, -0.045162], [-4.104559, -0.666785, 2.017467], [-1.580694, -1.488353, 2.505691], [0.299039, 3.008204, -2.783073], [2.854301, 2.163185, -2.986479], [3.068099, 0.064801, -1.278680], [4.673862, 2.125199, 2.707230], [3.330644, 1.484936, 2.768034], [2.437291, 1.313888, 3.803518], [1.349328, 0.605436, 3.274489], [1.563318, 0.378871, 1.977125], [2.766358, 0.915086, 1.699272], [0.139622, 0.190153, 4.036489], [4.907825, 2.583068, 3.665279], [4.708916, 2.900018, 1.940623], [5.445578, 1.387426, 2.484628], [2.549572, 1.647651, 4.820487], [3.153416, 0.789890, 0.779805], [0.175968, 0.642115, 5.025951], [0.094678, -0.894056, 4.132778], [-0.768499, 0.528970, 3.541847]],
  "forces_ev_per_a": [[-0.01, 0.19, 0.06], [0.07, -0.04, -0.04], [-0.03, 0.04, -0.12], [-0.08, -0.06, 0.17], [0.02, -0.02, 0.06], [0.05, 0.00, -0.02], [0.01, -0.02, 0.01], [0.01, -0.01, 0.00], [0.05, -0.02, 0.03], [-0.01, -0.03, -0.05], [-0.08, 0.08, -0.03], [0.09, -0.02, 0.00], [0.05, -0.06, 0.02], [-0.16, 0.02, -0.07], [-0.01, -0.02, 0.03], [-0.02, 0.02, 0.01], [0.00, 0.00, -0.01], [0.00, 0.01, 0.00], [0.00, 0.00, 0.00], [0.00, 0.00, 0.00], [0.00, 0.02, 0.00], [-0.01, 0.00, 0.01], [0.00, 0.00, 0.00], [-0.01, 0.01, -0.01], [0.01, 0.00, 0.00], [0.01, 0.00, 0.01], [0.02, 0.04, -0.02], [0.01, -0.02, 0.01], [-0.04, -0.01, 0.01], [0.00, -0.01, 0.00], [0.11, 0.06, -0.11], [0.02, 0.14, 0.28], [0.00, 0.05, -0.05], [0.04, -0.01, 0.06], [-0.03, -0.02, 0.05], [-0.05, -0.32, -0.29], [-0.11, -0.07, 0.09], [0.05, -0.03, -0.09], [-0.03, 0.04, -0.03], [-0.11, -0.16, 0.02], [0.07, 0.16, 0.05], [0.00, 0.00, 0.00], [0.00, 0.00, 0.00], [0.00, 0.00, 0.00], [0.00, 0.00, 0.00], [0.00, -0.01, 0.00], [-0.01, 0.00, -0.01], [0.01, 0.01, -0.03], [0.01, 0.01, 0.01], [0.01, 0.00, 0.00], [0.03, 0.07, 0.05], [0.00, 0.01, 0.00], [-0.01, -0.01, 0.02], [0.05, 0.03, -0.01], [-0.09, 0.08, 0.00], [0.12, -0.10, 0.01], [-0.05, 0.11, -0.08], [-0.04, 0.02, -0.04], [0.00, 0.00, 0.00], [0.00, 0.00, 0.00], [0.00, 0.00, 0.00], [0.00, 0.00, 0.00], [0.03, -0.12, -0.01], [0.01, -0.03, 0.02], [0.01, 0.01, -0.02], [0.02, 0.02, 0.03]],
  "homo_energy_ev": -8.15,
  "total_energy_ha": -3153.5212,
  "homo_lumo_gap_ev": 6.910
}